1.
C3H4OS2 | the ωB97M-V functional and the def2-TZVPD basis

Summary:
energy relative to the best compared isomer or geometry (same formula, charge and spin) = 224.57 kJ/mol

ORCA input file:
```
! RIJCOSX wB97M-V def2-TZVPD def2/J DEFGRID3
* xyz 0 1
H 0.09 0.87 -1.78
S -2.20 -1.40 -0.08
S -1.12 1.71 0.19
C 1.02 -0.21 0.04
H 1.44 -1.04 -0.56
C -0.05 0.53 -0.73
H -0.25 -0.27 1.70
O 0.53 -0.72 1.26
H 1.85 0.53 0.29
C -1.32 -0.01 -0.34
*
```

2.
C28H24Cl4CrN5O11SSb | the ωB97M-V functional and the def2-TZVPD basis

Summary:
⟨S²⟩ = 3.79
energy relative to the best compared isomer or geometry (same formula, charge and spin) = 163.40 kJ/mol

ORCA input file:
```
! RIJCOSX wB97M-V def2-TZVPD def2/J DEFGRID3
* xyz -1 4
O -0.08 -2.17 -1.00
H 0.11 5.88 5.32
O -4.24 -5.75 -4.01
H 1.35 4.21 3.92
H 2.96 0.38 -4.82
C -3.51 -1.44 -1.80
C -1.99 3.46 5.37
C 2.68 -3.07 1.71
H 2.25 2.48 -3.64
H -5.44 -3.78 -3.34
S -3.69 3.09 6.03
C -2.19 -3.36 -2.41
H -0.37 4.30 -1.58
H 3.48 2.20 -2.41
C 1.48 1.83 2.51
C 3.65 -2.09 1.31
H -0.42 -0.95 -3.44
C 4.26 -3.92 3.35
C 0.25 1.74 3.17
H 0.22 1.65 -4.90
O -1.13 -0.25 -0.88
Cr 1.44 -1.43 -0.14
O 1.56 -3.01 1.08
C 5.19 -2.95 2.97
C 4.89 -2.05 1.95
O -2.10 -5.71 -3.69
Sb 1.35 0.54 -1.99
H -1.24 -3.88 -2.43
C -4.57 -3.31 -2.92
Cl 6.03 -0.85 1.48
O -3.46 3.08 7.46
Cl 6.72 -2.88 3.75
H 0.80 3.78 -2.78
C -0.27 2.76 4.06
Cl 4.66 -5.03 4.60
N -3.22 -5.23 -3.60
H -3.58 -0.46 -1.36
C -0.54 0.61 2.88
C 3.62 0.92 -4.14
Cl 1.86 -5.16 3.18
C -0.44 0.83 -4.62
C 0.28 -0.20 -3.78
O -4.43 4.22 5.50
C -0.01 3.44 -2.14
H -0.69 -1.18 1.70
C 0.38 3.98 4.32
O -6.88 -1.93 -2.71
H 2.17 2.63 2.72
N -1.47 2.53 4.62
C 0.47 2.38 -1.16
O 3.26 -1.31 0.35
C 2.82 1.71 -3.13
C -4.64 -2.05 -2.34
C -2.29 -2.10 -1.82
O -4.00 1.80 5.44
C 1.83 0.89 1.57
C 3.02 -3.98 2.72
H -0.35 2.07 -0.51
H 4.23 1.60 -4.74
O -5.89 -0.23 -1.82
H 2.77 0.95 1.05
H 4.28 0.21 -3.65
H -1.48 0.49 3.39
H -0.82 3.07 -2.76
N -5.90 -1.35 -2.29
C -0.10 -0.30 1.95
H -0.80 0.36 -5.54
N 1.04 -0.15 1.25
C -3.33 -3.94 -2.97
H 1.29 2.79 -0.56
C -1.11 -1.45 -1.19
N -1.49 4.64 5.64
C -0.30 4.90 5.11
H 1.06 -0.70 -4.37
H -1.30 1.23 -4.09
*
```

3.
C6H8OS | the ωB97M-V functional and the def2-TZVPD basis

Summary:
energy relative to the best compared isomer or geometry (same formula, charge and spin) = 146.39 kJ/mol

ORCA input file:
```
! RIJCOSX wB97M-V def2-TZVPD def2/J DEFGRID3
* xyz 0 1
C -1.17 -1.16 -0.17
S -0.23 1.82 -0.83
H -1.98 -1.81 -0.48
H 2.87 -0.07 1.39
C -1.38 1.28 0.38
H 0.96 0.29 -2.23
O -0.50 -0.80 -1.37
C 1.57 -0.30 -0.25
H -1.83 2.09 0.94
H 1.95 -1.30 -0.48
C 2.09 0.37 0.77
H 1.78 1.37 1.03
H -2.42 -0.23 1.40
C -1.71 0.01 0.61
H -0.50 -1.75 0.48
C 0.49 0.19 -1.21
*
```

4.
C21H22N4O8S | the ωB97M-V functional and the def2-TZVPD basis

Summary:
energy relative to the best compared isomer or geometry (same formula, charge and spin) = 0.00 kJ/mol

ORCA input file:
```
! RIJCOSX wB97M-V def2-TZVPD def2/J DEFGRID3
* xyz 0 1
C 3.70 1.88 -2.64
C -0.92 0.03 2.31
H -1.34 -0.57 3.10
O 1.62 -1.16 3.90
C 1.43 -2.20 1.89
H -5.05 1.55 1.64
N 0.83 2.20 -0.81
C -4.38 -0.52 1.53
C 1.50 2.66 -3.08
O 3.21 0.97 -0.25
H -3.31 1.35 1.78
H 1.09 2.72 -4.09
H 0.21 1.31 3.60
C 3.13 -0.14 -0.74
C 0.51 1.80 1.54
H 0.18 -3.91 1.68
H 5.44 0.81 -2.03
H 1.69 -2.19 -1.93
O 0.95 -3.20 3.87
C 1.65 -2.20 -0.85
O -0.76 2.11 -2.44
C -4.04 1.10 -0.25
N 3.76 -0.44 -1.90
O 2.45 1.60 -3.04
C 0.88 -3.16 -0.22
C 2.32 -1.23 -0.11
H -3.90 -0.88 2.44
C 4.52 0.59 -2.57
H 4.75 0.26 -3.58
N -3.80 -1.19 0.39
C 0.78 -3.18 1.16
C 0.20 1.50 0.22
C -0.05 1.08 2.58
H -3.31 -0.56 -1.52
O -2.20 -2.57 1.73
H -0.90 0.16 -1.07
H -5.45 -0.78 1.57
H 3.71 -1.37 -2.29
C -4.06 -0.35 -0.76
C 0.38 2.30 -2.09
H 1.79 2.45 -0.61
O 4.13 2.98 -2.43
H -5.04 -0.62 -1.15
C -1.21 -0.27 0.99
O -1.78 -2.21 -0.67
C 2.19 -1.22 1.27
H 0.35 -3.90 -0.80
N 1.32 -2.19 3.33
H 1.22 2.59 1.75
H -4.86 1.67 -0.70
S -2.23 -1.69 0.59
H 1.98 3.61 -2.81
H 2.69 -0.46 1.86
C -0.67 0.45 -0.05
C -4.20 0.99 1.28
H -3.11 1.60 -0.51
*
```

no.,E_HOMO (Eh),maximum force (eV Å⁻¹),HOMO-LUMO gap (eV)
1,-0.3290,2.98,8.21
2,-0.2109,3.09,5.71
3,-0.3066,1.13,9.19
4,-0.3304,1.28,8.50